The following is a DFT calculation (ωB97M-V/def2-TZVPD) of a molecular structure, C6H12O2 in a non-equilibrium geometry.

The geometry in XYZ format:
```
20
Properties=species:S:1:pos:R:3:forces:R:3
C -0.46491 1.09344 -0.16139 2.84 -2.62 -0.80
C 1.24937 0.20495 -0.43970 0.15 4.07 -0.29
C -0.37954 2.31902 0.69488 0.35 -0.04 0.16
C -0.88900 -1.65111 -1.29754 0.82 0.29 -0.14
C -0.50823 -1.15118 0.07066 -2.76 -1.53 2.71
C -0.17928 -1.94298 1.13015 0.22 1.17 -1.48
O -1.14727 0.06912 0.46055 -0.48 -1.02 -0.05
O 2.03439 0.27813 0.72858 -0.28 -0.12 0.14
H 1.92250 1.14880 1.13087 0.04 -0.20 -0.15
H -0.77717 1.25574 -1.19407 -0.11 0.21 -0.02
H 1.55730 -0.70083 -0.96367 -1.09 -0.38 0.34
H 1.59514 0.95242 -1.16074 0.32 0.41 -0.07
H 0.07481 2.07956 1.66467 -0.02 -0.01 -0.15
H 0.19934 3.10552 0.20469 -0.07 -0.04 0.02
H -1.37794 2.71281 0.92614 0.12 -0.17 -0.22
H -1.94233 -1.94202 -1.29727 0.12 0.06 0.11
H -0.74594 -0.89686 -2.07545 0.02 0.00 0.03
H -0.27987 -2.51958 -1.55947 -0.11 0.01 0.03
H 0.47372 -2.79648 1.00292 -0.44 -0.31 -0.11
H -0.41510 -1.61846 2.13518 0.36 0.22 -0.07
```
Positions in Å, forces in eV/Å.

* E_HOMO: -8.58 eV
* 2S+1: 1
* DFT total energy: -10507.7161 eV
* orbital gap: 9.5 eV
* relative energy (zero: lowest compared OMol25 entry of this formula, charge and spin): 443.0 kJ/mol